Entry 1:
Density functional theory data (ωB97M-V/def2-TZVPD) for C13H9FeNO4 as an isolated structure at a distorted geometry.

XYZ file:
```
28
Properties=species:S:1:pos:R:3:forces:R:3:lowdin_spin:R:1
Fe 0.000 0.000 0.000 -0.7641 -0.0825 -0.7390 2.735
O 0.038 -3.044 -0.253 -0.1781 3.3190 0.1796 0.009
C 0.007 -1.895 -0.170 0.5401 -6.4147 -0.3489 0.046
C 0.165 1.872 0.294 0.5355 6.7835 0.9106 0.050
O 0.293 3.001 0.492 -0.3734 -3.2753 -0.5500 0.002
C -1.138 -0.140 1.521 -4.0464 -0.3686 4.3520 0.027
O -1.809 -0.227 2.455 1.9402 0.2363 -2.4334 -0.024
C 1.102 0.144 -1.547 3.0526 0.2985 -3.9903 0.008
O 1.787 0.229 -2.470 -1.7764 -0.2176 2.3679 -0.034
C -1.819 -0.452 -1.370 -1.0941 2.0713 -0.8467 0.044
H -1.430 -0.913 -2.270 0.1645 0.0467 0.0831 0.001
H -2.512 -1.050 -0.789 0.1765 0.0135 0.2232 0.004
C -1.761 0.919 -1.201 -1.3709 -1.7552 -1.1872 0.047
H -2.408 1.414 -0.485 0.1650 -0.0859 0.1753 0.002
H -1.326 1.551 -1.967 0.2062 -0.0774 0.0796 0.002
N 1.350 0.035 1.434 4.8720 -0.9117 2.5019 0.043
C 2.373 -0.155 1.968 -1.0021 0.1665 -0.7584 0.014
C 3.631 -0.382 2.687 -0.3201 -0.0573 0.2388 0.023
C 4.897 -0.589 2.076 -1.5476 0.4249 -0.4227 0.297
C 6.051 -0.729 2.879 0.8077 -0.0759 1.9398 0.195
C 5.944 -0.703 4.274 0.2615 -0.0891 -0.5252 0.006
C 4.689 -0.578 4.869 1.8314 -0.1949 0.5873 0.255
C 3.549 -0.420 4.081 -1.4942 0.1926 -1.6967 0.223
H 5.020 -0.616 0.999 -0.2053 0.0044 -0.0132 0.010
H 7.036 -0.845 2.433 -0.2105 0.0067 -0.1297 0.005
H 6.827 -0.788 4.899 -0.0712 -0.0296 -0.1380 -0.003
H 4.593 -0.587 5.946 0.0004 0.0010 0.0881 0.008
H 2.583 -0.334 4.557 -0.0994 0.0707 0.0524 0.007
```
Forces are in eV/Å.

Values from the calculation:
Expectation value of S²: 6.11
Relative energy (zero: lowest compared OMol25 entry of this formula, charge and spin), eV: 0.000
Highest occupied orbital energy (spin up / spin down), eV: -13.901 / -15.274
LUMO level (spin up / spin down), eV: -8.26 / -12.28
Spin multiplicity: 5
Charge: +2
E, hartree: -2119.39686
Strongest force on any atom, hartree/bohr: 0.1335

---

Entry 2:
Density functional theory data (ωB97M-V/def2-TZVPD) for C14H10AuN3S2 as an isolated structure.

XYZ file:
```
30
Properties=species:S:1:pos:R:3:forces:R:3:lowdin_charge:R:1
Au 0.631 0.039 0.766 0.1311 0.0384 0.1256 0.352
S -1.228 -1.672 0.746 0.2091 0.0620 -0.0819 0.416
C -2.447 -0.716 -0.019 -0.1255 -0.0207 0.0193 -0.764
C -3.498 -1.380 -0.662 -0.1956 0.0475 -0.0747 -0.106
C -4.557 -0.723 -1.285 0.4124 0.2779 0.2484 -0.229
C -5.595 -1.479 -1.891 -0.3460 -0.2509 -0.2245 -0.219
N -6.430 -2.112 -2.375 0.0499 0.0459 0.0319 0.114
C -4.566 0.686 -1.291 0.3983 -0.2754 0.2466 -0.230
C -3.516 1.362 -0.673 -0.2105 -0.0462 -0.0844 -0.106
C -2.457 0.718 -0.025 -0.1573 0.0272 0.0068 -0.762
S -1.252 1.700 0.733 0.2458 -0.1090 -0.0920 0.416
C -5.614 1.423 -1.901 -0.3496 0.2437 -0.2296 -0.220
N -6.458 2.041 -2.389 0.0521 -0.0445 0.0331 0.113
H -3.482 -2.462 -0.665 -0.0203 -0.0030 0.0061 0.092
H -3.518 2.445 -0.688 -0.0027 0.0025 0.0172 0.092
C 2.995 2.459 0.378 0.0286 -0.1515 0.0089 -0.096
C 3.572 1.099 0.617 -0.0375 -0.0033 -0.0362 -0.430
C 4.894 0.704 0.688 0.0517 0.0670 0.0104 -0.131
C 4.883 -0.700 0.910 0.0402 -0.0685 0.0313 -0.131
C 3.554 -1.077 0.960 -0.0433 -0.0064 -0.0497 -0.429
C 2.953 -2.435 1.149 0.0225 0.1438 -0.0337 -0.095
N 2.757 0.015 0.777 -0.0685 0.0188 0.0899 -0.100
H 3.787 3.208 0.298 0.0137 -0.0140 0.0082 0.054
H 2.318 2.741 1.188 -0.0109 0.0522 -0.0259 0.052
H 2.407 2.469 -0.544 -0.0262 0.0766 0.0193 0.057
H 5.761 1.346 0.594 -0.0218 0.0163 -0.0058 0.063
H 5.739 -1.354 1.021 -0.0223 -0.0161 0.0000 0.063
H 3.732 -3.189 1.286 0.0139 0.0140 0.0029 0.054
H 2.346 -2.707 0.282 -0.0243 -0.0639 0.0394 0.056
H 2.289 -2.448 2.016 -0.0070 -0.0605 -0.0068 0.054
```
Forces are in eV/Å.

Values from the calculation:
Highest occupied orbital energy, eV: -0.981
LUMO level, eV: 5.34
Charge: -2
E, hartree: -1635.92266
Strongest force on any atom, hartree/bohr: 0.0108

---

Entry 3:
Density functional theory data (ωB97M-V/def2-TZVPD) for C14H10BrF9OOs as an isolated structure at a distorted geometry.

XYZ file:
```
36
Properties=species:S:1:pos:R:3:forces:R:3:lowdin_spin:R:1
C -1.612 -0.787 -1.774 -1.9322 -0.1687 -2.2008 0.110
C -1.755 -1.864 -0.859 -0.9222 -0.9682 -1.5804 0.069
C -2.066 -1.323 0.412 -2.8289 -0.1222 1.5103 0.105
H -1.633 -2.914 -1.090 0.1364 0.1821 0.0823 0.005
C -2.136 0.085 0.288 -4.0035 1.0023 0.6870 0.113
C -1.844 0.427 -1.056 -1.5553 0.5358 -0.6712 0.042
H -1.813 1.435 -1.452 0.0940 -0.1731 0.0493 0.002
H -1.350 -0.862 -2.824 -0.0715 -0.0021 0.2224 0.014
H -2.271 -1.892 1.308 0.2157 0.1097 -0.0273 0.012
H -2.415 0.793 1.055 0.2428 -0.1682 0.0111 0.010
Os -0.252 -0.591 -0.195 10.8462 0.1967 1.9557 2.151
Br 1.342 -2.439 0.122 -0.4009 -0.4336 0.0929 0.251
C 2.162 1.083 0.516 1.6196 -0.6434 -0.5625 0.256
C 1.002 1.482 -0.221 -0.8748 -0.7278 -1.3180 0.127
C 1.087 0.850 -1.525 -0.7604 0.2742 1.0607 0.083
H 0.316 2.284 0.047 0.2579 -0.2478 -0.0382 0.003
C 2.290 0.063 -1.540 1.0102 0.4590 0.1936 0.334
C 2.946 0.224 -0.292 -0.6060 1.1733 0.1397 0.083
H 3.906 -0.206 -0.012 -0.4246 -0.0190 -0.0478 0.002
H 2.430 1.437 1.502 -0.2113 -0.1766 -0.1772 0.010
H 0.500 1.146 -2.391 0.2596 -0.1341 0.1732 0.001
H 2.673 -0.478 -2.404 -0.2215 0.0372 0.3425 0.012
F 1.515 -1.480 3.908 -0.0271 0.8428 0.2352 0.002
C 1.253 -0.164 4.069 -0.1671 0.0728 -0.0117 0.006
F 1.253 0.118 5.398 0.2463 -0.2253 -0.8683 0.003
F 2.276 0.527 3.508 -0.5416 -0.4996 0.4809 0.001
C -0.129 0.192 3.353 0.1573 0.0831 0.1333 0.025
O -0.002 0.042 2.036 0.1087 0.0816 0.4081 0.165
C -1.225 -0.777 3.984 0.3278 0.1732 -0.0230 0.001
F -1.162 -0.837 5.337 -0.3076 -0.1472 -0.9378 0.000
F -2.473 -0.364 3.638 0.5668 -0.3754 0.2032 0.001
F -1.060 -2.031 3.494 -0.3260 0.7980 0.3932 0.000
C -0.507 1.704 3.675 0.0214 -0.3655 0.2105 0.001
F -0.781 1.903 4.986 0.0702 0.1440 -0.7999 0.001
F 0.506 2.533 3.322 -0.6571 -0.4300 0.2402 0.000
F -1.597 2.084 2.957 0.6589 -0.1380 0.4389 0.000
```
Forces are in eV/Å.

Values from the calculation:
Expectation value of S²: 6.03
Relative energy (zero: lowest compared OMol25 entry of this formula, charge and spin), eV: 0.000
Highest occupied orbital energy (spin up / spin down), eV: -6.505 / -8.763
LUMO level (spin up / spin down), eV: -0.01 / -2.48
Spin multiplicity: 5
Charge: 0
E, hartree: -4178.04129
Strongest force on any atom, hartree/bohr: 0.2144

---

Entry 4:
Density functional theory data (ωB97M-V/def2-TZVPD) for C14H10ClF9OTi as an isolated structure at a distorted geometry.

XYZ file:
```
36
Properties=species:S:1:pos:R:3:forces:R:3:lowdin_spin:R:1
C -2.174 -0.978 -1.061 -0.8059 0.9444 -0.7725 0.012
C -1.594 -1.164 -2.378 -1.1059 0.8476 0.4182 0.002
C -1.377 0.131 -2.941 -0.7935 -0.2220 0.8480 0.003
H -1.467 -2.119 -2.874 0.0578 0.1990 0.0954 0.000
C -1.728 1.112 -1.978 -0.0442 -1.0042 0.0290 0.010
C -2.184 0.440 -0.804 -0.5781 -1.1426 -1.1592 -0.006
H -2.633 0.906 0.063 0.3558 -0.0307 -0.0164 0.000
H -2.641 -1.744 -0.450 0.3666 0.1288 -0.0280 0.004
H -1.059 0.325 -3.959 0.2878 -0.0266 0.2838 0.000
H -1.701 2.189 -2.108 0.2512 -0.1891 0.0481 0.001
Ti 0.002 -0.707 -0.741 0.3939 1.5140 -2.3872 0.916
Cl 0.168 -2.929 -0.497 0.0688 -1.6297 0.4515 0.031
C 2.248 0.072 -0.727 0.6795 -0.2142 -1.1476 0.002
C 1.843 1.307 -1.324 0.2698 -0.6520 -0.2813 0.007
C 1.459 1.045 -2.662 0.4921 -0.2352 0.3922 0.015
H 1.899 2.283 -0.842 -0.2014 -0.3137 -0.1315 0.000
C 1.563 -0.352 -2.896 0.7106 0.2006 0.4935 -0.005
C 2.105 -0.964 -1.721 0.5880 1.0061 0.1155 0.000
H 2.478 -1.982 -1.622 -0.3432 0.3704 -0.0559 0.001
H 2.751 -0.046 0.229 -0.3275 0.0166 -0.3037 0.001
H 1.159 1.799 -3.391 -0.2002 -0.3031 0.3086 0.001
H 1.365 -0.871 -3.832 -0.0738 0.1637 0.2968 0.000
F 1.340 -1.835 2.573 0.0507 1.2406 0.5173 0.000
C 1.268 -0.524 2.921 0.5209 -0.5322 -0.6371 0.000
F 1.345 -0.433 4.271 0.0566 -0.1636 -0.7659 0.000
F 2.364 0.091 2.390 -0.8478 -0.5941 0.8665 0.000
C -0.031 0.126 2.333 -0.0223 -0.5169 -2.1490 0.000
O -0.011 0.009 0.933 0.0830 0.9170 4.8975 0.004
C -1.310 -0.604 2.866 -0.3915 -0.5229 -0.6705 0.001
F -1.482 -0.485 4.203 -0.0293 -0.1439 -0.7076 0.000
F -2.410 -0.093 2.242 0.8058 -0.4927 0.8494 0.000
F -1.259 -1.927 2.555 -0.1668 1.2291 0.4871 0.000
C -0.066 1.625 2.727 -0.0052 0.6270 -0.5285 0.000
F -0.071 1.787 4.074 -0.0135 0.2359 -0.8224 0.000
F 1.006 2.279 2.215 -0.7474 -0.3694 0.5912 0.000
F -1.163 2.232 2.213 0.6587 -0.3418 0.5749 0.000
```
Forces are in eV/Å.

Values from the calculation:
Expectation value of S²: 0.75
Relative energy (zero: lowest compared OMol25 entry of this formula, charge and spin), eV: 0.000
Highest occupied orbital energy (spin up / spin down), eV: -3.603 / -3.924
LUMO level (spin up / spin down), eV: 3.03 / 3.03
Spin multiplicity: 2
Charge: -1
E, hartree: -2823.35161
Strongest force on any atom, hartree/bohr: 0.0969

---

Entry 5:
Density functional theory data (ωB97M-V/def2-TZVPD) for one molecule with the formula C14H10ClN3O at a distorted geometry.

XYZ file:
```
29
Properties=species:S:1:pos:R:3:forces:R:3:lowdin_charge:R:1
O -0.429 -1.592 1.353 0.0813 0.0496 -0.0617 0.122
C -0.860 -1.123 0.329 0.0758 -0.1558 -0.2394 -0.332
C -2.243 -0.617 0.202 -0.4913 0.0954 0.2249 -0.160
C -2.835 -0.046 1.329 0.1558 -0.0797 -0.1125 -0.001
C -4.114 0.465 1.272 -0.1230 0.0268 -0.0536 -0.087
C -4.827 0.383 0.084 0.3406 -0.1885 -0.0279 -0.667
C -4.268 -0.214 -1.038 -0.1689 0.0738 0.0565 -0.093
C -2.977 -0.702 -0.980 0.1651 0.0066 0.2173 -0.023
H -2.564 -1.185 -1.852 0.0598 0.0194 -0.1169 0.113
H -4.841 -0.294 -1.948 -0.0817 0.0113 -0.0693 0.107
Cl -6.428 1.015 0.004 -0.1927 0.0784 -0.0172 0.690
H -4.560 0.923 2.140 -0.0686 0.0579 0.0564 0.108
H -2.267 0.008 2.246 0.0352 -0.0137 0.0360 0.126
C 0.064 -0.929 -0.887 -0.2697 -0.1437 0.1166 -0.040
N 0.982 0.121 -0.547 0.9396 0.0570 0.0714 -0.077
C 2.308 0.057 -0.242 0.1621 0.8485 0.1632 -0.157
C 3.255 -0.961 -0.224 0.0426 -0.1600 -0.0465 -0.013
C 4.537 -0.598 0.114 -0.1029 -0.1200 -0.0230 -0.084
C 4.875 0.727 0.433 0.1111 0.1839 0.0486 -0.091
C 3.948 1.741 0.419 -0.1012 -0.0365 -0.0127 -0.015
C 2.640 1.400 0.073 -0.0021 -1.3513 -0.2609 -0.226
N 1.504 2.143 -0.055 0.1591 0.7831 0.2294 0.067
N 0.553 1.385 -0.408 -1.0269 -0.0482 -0.3072 0.060
H 4.202 2.759 0.664 0.0675 0.1196 0.0255 0.112
H 5.899 0.947 0.693 0.1032 0.0436 0.0357 0.100
H 5.310 -1.352 0.140 0.0453 -0.0681 0.0013 0.103
H 2.999 -1.982 -0.465 0.0084 -0.1061 0.0107 0.107
H 0.632 -1.844 -1.069 -0.0823 0.1276 -0.0072 0.135
H -0.494 -0.633 -1.777 0.1588 -0.1107 0.0624 0.117
```
Forces are in eV/Å.

Values from the calculation:
Relative energy (zero: lowest compared OMol25 entry of this formula, charge and spin), eV: 0.244
Highest occupied orbital energy, eV: -8.961
LUMO level, eV: -0.10
SMILES: O=C(Cn1nnc2ccccc21)c1ccc(Cl)cc1
Charge: 0
E, hartree: -1239.17697
Strongest force on any atom, hartree/bohr: 0.0268

---

Entry 6:
Density functional theory data (ωB97M-V/def2-TZVPD) for C14H10F3N3O4RuS3 as an isolated structure.

XYZ file:
```
38
Properties=species:S:1:pos:R:3:forces:R:3:lowdin_spin:R:1
Ru 1.872 -0.211 0.051 -0.1582 0.5910 0.1377 0.829
O 0.449 3.573 -2.313 0.1098 -0.0534 0.1633 0.000
C 1.092 3.011 -1.257 0.0309 0.2399 -0.2955 0.000
O 2.284 2.998 -1.151 -0.1953 -0.0023 0.0165 0.001
C 0.135 2.531 -0.213 -0.0799 0.0926 -0.0017 0.000
C -1.067 3.183 0.004 0.0284 0.0635 0.0226 0.000
C -1.837 2.811 1.099 0.0665 -0.0630 0.0322 -0.001
C -1.363 1.822 1.941 0.0291 0.0536 -0.0644 0.000
C -0.163 1.195 1.627 -0.1015 -0.0681 0.1345 -0.001
N 0.550 1.524 0.552 0.1499 -0.3387 -0.0192 0.001
C 0.386 0.080 2.534 0.0667 0.0823 0.0554 0.003
O -0.269 -0.181 3.538 -0.0025 -0.0088 -0.0188 0.008
O 1.484 -0.439 2.154 -0.0666 -0.0663 -0.0740 0.010
H 1.154 3.841 -2.920 -0.0200 0.0008 -0.0422 0.000
H -1.371 3.975 -0.664 -0.0027 -0.0020 -0.0093 0.000
H -2.782 3.302 1.295 0.0008 0.0034 0.0005 0.000
H -1.881 1.492 2.830 -0.0167 0.0046 0.0008 0.000
S 6.191 -1.453 0.567 0.0633 0.0487 -0.1473 -0.013
C 4.642 -0.978 0.279 -0.1809 -0.1867 0.3794 0.014
S 3.985 0.629 0.381 -0.2540 -0.0022 -0.1607 0.098
S 3.277 -1.995 -0.056 0.3264 -0.3639 -0.1061 0.034
N -3.697 -3.314 0.119 -0.0413 0.0218 0.0586 0.001
C -2.487 -2.664 0.021 0.0313 0.0157 -0.0366 0.001
C -1.376 -3.086 0.750 0.0222 0.0081 0.0132 0.000
C -0.197 -2.380 0.654 -0.0469 -0.0588 -0.0215 0.002
N -0.057 -1.295 -0.116 0.2120 0.0781 0.0381 0.001
C -1.119 -0.889 -0.818 0.0078 -0.0084 -0.0319 0.001
C -2.337 -1.531 -0.782 -0.0075 -0.0164 -0.0033 0.000
H -3.689 -4.245 0.495 0.0037 -0.0121 -0.0226 0.000
H -4.366 -3.159 -0.614 0.0107 -0.0165 -0.0167 0.000
H -1.430 -3.949 1.400 -0.0043 -0.0030 -0.0028 0.000
H 0.680 -2.671 1.219 -0.0131 0.0107 0.0027 0.000
H -0.969 -0.018 -1.444 -0.0012 -0.0115 0.0200 0.000
H -3.161 -1.154 -1.373 -0.0020 -0.0013 0.0029 0.000
F 0.884 0.724 -2.509 0.0723 0.0417 0.0034 0.000
C 1.915 -0.119 -2.011 -0.0565 -0.0364 0.0427 0.004
F 3.016 0.341 -2.638 0.0286 -0.0038 -0.0610 0.004
F 1.620 -1.302 -2.633 -0.0092 -0.0328 0.0111 0.003
```
Forces are in eV/Å.

Values from the calculation:
Expectation value of S²: 0.76
Relative energy (zero: lowest compared OMol25 entry of this formula, charge and spin), eV: 0.068
Highest occupied orbital energy (spin up / spin down), eV: -4.188 / -3.993
LUMO level (spin up / spin down), eV: 2.33 / 2.29
Spin multiplicity: 2
Charge: -1
E, hartree: -2593.99365
Strongest force on any atom, hartree/bohr: 0.0122